Density functional theory data (ωB97M-V with the def2-TZVPD basis set) for C21H22BrN3S2Sn as an isolated structure in a non-equilibrium geometry.

Each line ends with the natural charge from an NBO analysis.
Geometry (Å):
Sn -0.05 1.79 0.04  1.504
C 1.48 -0.66 -1.59  -0.436
N 0.39 -0.63 -0.60  -0.497
C 0.75 -1.45 0.56  -0.238
C 1.79 -0.74 1.43  -0.241
N 1.38 0.60 1.88  -0.504
C 0.46 0.53 3.02  -0.435
C 2.56 1.38 2.19  0.201
C 3.27 1.18 3.36  -0.248
C 4.42 1.92 3.65  -0.125
C 4.83 2.93 2.79  -0.175
C 4.11 3.18 1.64  -0.169
C 3.01 2.38 1.30  -0.287
S 2.39 2.62 -0.31  0.114
C -0.89 -0.94 -1.23  0.295
C -0.94 -1.96 -2.33  -0.264
C -2.11 -2.59 -2.36  -0.124
C -4.23 -1.31 -1.69  -0.232
C -4.06 0.11 -1.24  -0.268
C -2.65 0.21 -0.69  0.029
S -2.54 1.39 0.69  0.020
H 1.68 -1.67 -1.94  0.229
H 2.39 -0.27 -1.13  0.230
H 1.23 -0.02 -2.43  0.221
H 1.17 -2.41 0.25  0.239
H -0.15 -1.65 1.15  0.225
H 2.72 -0.64 0.87  0.229
H 1.99 -1.37 2.30  0.238
H 0.88 0.00 3.87  0.223
H -0.45 0.00 2.71  0.218
H 0.18 1.54 3.34  0.231
H 2.96 0.42 4.06  0.235
H 4.98 1.70 4.54  0.249
H 5.71 3.51 3.02  0.255
H 4.42 3.96 0.96  0.249
H -0.15 -2.10 -3.05  0.246
H -2.42 -3.33 -3.07  0.260
H -5.18 -1.81 -1.63  0.278
H -4.82 0.69 -0.75  0.268
Br -3.64 -3.73 -0.21  0.072
C -3.02 -2.14 -1.26  -0.032
C -4.13 -0.19 -2.72  -0.253
C -2.98 0.18 -3.54  -0.144
C -1.80 0.53 -3.02  -0.071
N -1.50 0.40 -1.65  -0.522
C -2.15 -1.20 -0.39  -0.315
H -5.08 0.01 -3.21  0.273
H -3.15 0.28 -4.60  0.257
H -0.97 0.84 -3.63  0.226
H -2.09 -1.51 0.64  0.265

## Properties
DFT total energy = -4561.72245 Eh
total charge = +2
LUMO level = -9.54 eV


Density functional theory data (ωB97M-V with the def2-TZVPD basis set) for an isolated ion of composition C20H30NO2 and charge +1 in a non-equilibrium geometry.

Each line ends with the natural charge from an NBO analysis.
Geometry (Å):
C 2.16 0.78 -1.50  -0.432
N 2.37 1.01 -0.06  -0.209
C 1.77 2.31 0.35  -0.229
C 0.38 2.63 -0.20  -0.098
O -0.53 1.58 0.12  -0.554
C -1.77 1.69 -0.44  0.842
O -2.07 2.62 -1.13  -0.563
C -2.62 0.50 -0.04  -0.199
C -1.82 -0.76 -0.30  -0.010
C -1.18 -0.87 -1.53  -0.241
C -0.45 -2.01 -1.85  -0.207
C -0.36 -3.05 -0.94  -0.224
C -1.02 -2.95 0.27  -0.217
C -1.74 -1.82 0.59  -0.172
C -3.95 0.46 -0.80  -0.387
C -4.84 -0.37 0.12  -0.406
C -4.46 0.07 1.54  -0.415
C -3.07 0.72 1.42  -0.382
C 3.84 1.08 0.24  -0.214
C 4.58 -0.23 0.04  -0.423
C 3.94 -1.35 0.86  -0.405
C 2.46 -1.45 0.52  -0.426
C 1.78 -0.10 0.74  -0.239
H 2.73 -0.07 -1.84  0.237
H 2.47 1.66 -2.06  0.231
H 1.10 0.57 -1.68  0.250
H 2.43 3.11 0.03  0.238
H 1.72 2.32 1.44  0.234
H 0.39 2.79 -1.28  0.210
H 0.04 3.56 0.26  0.229
H -1.27 -0.07 -2.25  0.216
H 0.04 -2.08 -2.81  0.220
H 0.19 -3.94 -1.19  0.225
H -0.97 -3.77 0.97  0.225
H -2.26 -1.78 1.54  0.214
H -4.34 1.48 -0.90  0.229
H -3.85 0.03 -1.79  0.223
H -4.62 -1.43 -0.02  0.206
H -5.90 -0.22 -0.09  0.229
H -5.18 0.80 1.92  0.221
H -4.45 -0.77 2.23  0.214
H -2.34 0.31 2.13  0.215
H -3.14 1.79 1.61  0.221
H 4.27 1.86 -0.39  0.230
H 3.94 1.39 1.28  0.226
H 4.61 -0.51 -1.01  0.212
H 5.61 -0.08 0.36  0.248
H 4.44 -2.30 0.65  0.236
H 4.06 -1.14 1.92  0.208
H 2.32 -1.79 -0.51  0.217
H 1.97 -2.18 1.16  0.250
H 0.71 -0.17 0.50  0.279
H 1.88 0.16 1.80  0.218

## Properties
DFT total energy = -985.13657 Eh
total charge = +1
SMILES string = C[N+]1(CCOC(=O)C2(c3ccccc3)CCCC2)CCCCC1
LUMO level = -2.29 eV
relative energy (zero: lowest compared OMol25 entry of this formula, charge and spin) = 0.00 kcal/mol


Density functional theory data (ωB97M-V with the def2-TZVPD basis set) for one molecule with the formula C4H8O.

Each line ends with the natural charge from an NBO analysis.
Geometry (Å):
C 0.48 -1.42 -0.20  -0.604
C -0.15 0.03 -0.25  -0.341
C 0.58 1.44 -0.30  -0.617
C -1.17 -0.01 0.87  0.442
O -1.62 -1.05 1.28  -0.526
H 1.15 -1.62 -1.04  0.207
H 0.98 -1.68 0.74  0.212
H -0.33 -2.17 -0.27  0.238
H -0.70 0.00 -1.20  0.231
H 0.07 2.10 -1.02  0.215
H 1.63 1.43 -0.60  0.224
H 0.54 2.00 0.64  0.209
H -1.47 0.95 1.35  0.111

## Properties
DFT total energy = -232.41565 Eh
total charge = 0
SMILES string = CC(C)C=O
LUMO level = 0.88 eV
relative energy (zero: lowest compared OMol25 entry of this formula, charge and spin) = 18.82 kcal/mol


Density functional theory data (ωB97M-V with the def2-TZVPD basis set) for a 2-piece molecular cluster, C5H8BN3 overall in a non-equilibrium geometry.

Each line ends with the Mulliken spin population.
Geometry (Å):
B 1.80 -0.43 0.18  0.928
C -3.00 0.60 -0.92  0.060
C -1.64 0.81 -1.03  -0.057
C -3.48 -0.14 0.19  -0.025
C -1.43 -0.69 0.84  -0.038
C -0.84 0.07 -0.19  0.927
N -2.78 -0.93 0.96  0.075
N 2.25 -0.08 1.47  0.010
N 2.46 -0.78 -1.03  0.014
H -3.74 0.95 -1.61  0.006
H -1.39 1.39 -1.84  0.023
H -4.59 -0.28 0.32  0.004
H -0.78 -1.23 1.54  0.021
H 1.51 -0.13 2.12  -0.004
H 3.08 -0.48 1.71  0.026
H 1.99 -0.75 -1.94  0.006
H 3.29 -1.31 -1.11  0.024

## Properties
DFT total energy = -384.29397 Eh
⟨S²⟩ = 2.013
2S+1 = 3
total charge = 0
LUMO level (spin up / spin down) = 0.67 / -1.38 eV


Density functional theory data (ωB97M-V with the def2-TZVPD basis set) for one molecule with the formula C2H3NO2S in a non-equilibrium geometry.

Each line ends with the natural charge from an NBO analysis.
Geometry (Å):
C 1.85 -0.47 0.05  -0.404
C 0.71 0.16 -0.09  -0.236
S -0.87 -1.05 -0.07  0.308
N -2.07 0.28 -0.02  0.416
O -1.78 1.45 0.01  -0.360
O -3.20 -0.20 -0.06  -0.374
H 2.86 0.13 0.03  0.216
H 2.03 -1.44 0.32  0.208
H 0.47 1.14 -0.16  0.226

## Properties
DFT total energy = -681.26484 Eh
total charge = 0
SMILES string = C=CS[N+](=O)[O-]
LUMO level = 0.10 eV
relative energy (zero: lowest compared OMol25 entry of this formula, charge and spin) = 122.04 kcal/mol


Density functional theory data (ωB97M-V with the def2-TZVPD basis set) for C14H23F4NO12S2 as an isolated structure in a non-equilibrium geometry.

Each line ends with the natural charge from an NBO analysis.
Geometry (Å):
C 3.45 -5.79 0.63  -0.624
C 2.37 -4.63 0.32  -0.451
C 2.76 -3.81 -1.00  0.201
F 1.73 -3.92 -2.01  -0.354
C 3.20 -2.31 -0.73  -0.020
O 2.90 -1.67 0.53  -0.600
S 3.88 -0.29 0.40  2.364
O 5.35 -0.51 0.69  -0.845
O 3.52 0.90 1.23  -0.813
O 3.61 -0.02 -1.26  -0.660
C 2.99 -1.20 -1.87  0.328
O 1.63 -0.80 -2.18  -0.380
N 1.66 0.57 -2.41  0.405
O 1.12 0.86 -3.42  -0.212
S 3.99 -1.48 -3.43  1.879
O 3.61 -2.77 -4.14  -0.842
O 3.78 -0.39 -4.45  -0.835
C 5.84 -1.58 -3.11  0.771
F 6.36 -0.43 -2.51  -0.294
F 6.43 -1.73 -4.38  -0.293
F 6.22 -2.71 -2.37  -0.310
H 4.37 -5.36 1.17  0.215
H 3.81 -6.32 -0.32  0.216
H 2.93 -6.55 1.30  0.226
H 1.39 -5.19 0.06  0.244
H 2.19 -3.99 1.24  0.234
H 3.67 -4.34 -1.45  0.203
H 4.35 -2.40 -0.69  0.228
O 0.52 0.84 -0.28  -0.609
C 0.28 1.87 0.33  0.826
O -0.50 1.83 1.42  -0.504
C -0.72 2.94 2.30  -0.068
C -1.80 3.86 1.76  -0.646
C 0.78 3.19 -0.17  -0.749
H 0.22 3.47 2.50  0.175
H -1.05 2.52 3.25  0.194
H -1.52 4.29 0.80  0.203
H -1.99 4.68 2.46  0.219
H -2.72 3.31 1.61  0.249
H 0.13 3.54 -0.97  0.249
H 1.79 3.05 -0.56  0.250
H 0.86 3.95 0.60  0.222
O -4.65 3.66 1.48  -0.586
C -5.40 2.72 1.42  0.807
O -6.35 2.67 0.48  -0.502
C -7.19 1.53 0.22  -0.070
C -8.37 1.50 1.17  -0.638
C -5.34 1.63 2.46  -0.746
H -6.60 0.60 0.25  0.178
H -7.55 1.64 -0.80  0.202
H -8.06 1.41 2.21  0.207
H -9.03 0.66 0.94  0.221
H -8.94 2.43 1.09  0.222
H -5.87 1.96 3.36  0.248
H -4.30 1.44 2.70  0.246
H -5.76 0.68 2.13  0.218

## Properties
DFT total energy = -2700.41665 Eh
total charge = 0
LUMO level = -0.63 eV


Density functional theory data (ωB97M-V with the def2-TZVPD basis set) for a 16-piece molecular cluster, C40H122N10O16 overall in a non-equilibrium geometry.

Each line ends with the Mulliken charge.
Geometry (Å):
C 10.35 7.99 19.71  -1.036
C 9.20 8.83 19.07  0.310
C 9.65 9.49 17.75  -0.634
O 10.93 10.01 17.78  -0.160
C 11.31 10.76 16.59  -0.628
N 7.92 8.17 18.76  -0.664
H 9.93 7.34 20.51  0.360
H 11.15 8.62 20.11  0.110
H 10.81 7.41 18.95  0.277
H 8.98 9.65 19.71  0.288
H 8.92 10.26 17.45  0.331
H 9.41 8.62 17.11  0.244
H 10.52 11.38 16.23  0.414
H 11.71 10.15 15.79  0.276
H 12.08 11.42 16.84  0.009
H 7.54 7.73 19.63  0.269
H 8.04 7.38 18.10  0.253
C 16.01 10.90 13.19  -1.663
C 14.72 11.69 13.10  0.888
C 14.23 11.51 11.63  -0.961
O 12.89 11.99 11.48  -0.263
C 12.30 11.55 10.35  -0.851
N 13.71 11.39 14.10  -0.431
H 16.71 11.43 12.51  0.382
H 15.95 9.82 12.79  0.351
H 16.46 10.68 14.17  0.339
H 14.95 12.73 13.37  -0.230
H 14.35 10.44 11.37  0.731
H 14.90 12.04 10.97  0.117
H 11.28 11.84 10.31  0.256
H 12.34 10.45 10.39  0.362
H 12.83 11.92 9.45  0.261
H 13.65 10.36 14.12  0.217
H 12.83 11.76 13.79  0.277
C 9.91 15.28 17.42  -0.904
C 10.06 16.35 16.32  0.035
C 11.21 17.38 16.55  -0.141
O 11.08 17.88 17.86  -0.379
C 12.14 18.77 18.24  -0.311
N 10.21 15.83 14.90  -0.594
H 9.51 15.73 18.28  0.478
H 10.91 14.84 17.62  -0.185
H 9.17 14.44 17.04  0.242
H 9.14 16.90 16.35  0.615
H 11.16 18.18 15.71  0.267
H 12.19 16.94 16.45  0.041
H 11.74 19.40 19.04  0.208
H 12.30 19.52 17.41  0.390
H 13.03 18.30 18.60  -0.114
H 10.91 15.11 14.80  0.044
H 9.38 15.40 14.47  0.299
C 18.73 9.74 22.44  -1.402
C 18.62 11.20 22.91  1.060
C 18.66 11.38 24.46  -1.060
O 17.41 10.93 25.02  -0.091
C 17.46 10.77 26.39  -0.945
N 19.62 12.04 22.29  -0.609
H 18.47 9.58 21.38  0.217
H 18.13 9.08 23.05  0.277
H 19.81 9.49 22.47  0.447
H 17.68 11.67 22.67  -0.051
H 18.83 12.41 24.71  0.300
H 19.44 10.75 24.90  0.407
H 16.48 10.61 26.76  0.280
H 17.83 11.64 27.00  0.343
H 18.03 9.92 26.76  0.323
H 19.50 13.01 22.51  0.257
H 20.58 11.72 22.45  0.229
C 19.94 15.83 21.06  -1.246
C 20.14 15.70 22.55  0.477
C 20.53 16.99 23.16  -0.778
O 20.78 16.76 24.58  -0.337
C 21.02 17.91 25.34  -0.760
N 18.99 15.05 23.16  -0.240
H 18.99 16.33 20.80  0.017
H 19.93 14.90 20.67  0.472
H 20.69 16.52 20.60  0.452
H 20.98 14.98 22.73  0.289
H 19.66 17.63 23.10  0.167
H 21.42 17.44 22.70  0.490
H 20.13 18.51 25.36  0.322
H 21.85 18.54 24.90  0.265
H 21.26 17.50 26.29  0.232
H 19.10 15.28 24.16  0.278
H 18.14 15.54 22.94  0.002
C 20.80 15.09 16.79  -1.548
C 19.84 14.92 15.61  1.101
C 20.02 16.12 14.71  -1.211
O 19.17 16.24 13.57  -0.187
C 19.37 17.42 12.78  -0.801
N 20.18 13.63 15.02  -0.520
H 20.94 14.11 17.32  0.444
H 20.33 15.76 17.55  0.186
H 21.67 15.58 16.52  0.572
H 18.82 14.87 15.96  -0.026
H 21.13 16.17 14.45  0.250
H 19.84 16.97 15.38  0.398
H 19.50 18.28 13.42  0.353
H 18.41 17.70 12.21  0.152
H 20.27 17.22 12.21  0.348
H 21.21 13.65 15.04  0.289
H 19.93 13.45 14.09  0.172
C 16.74 16.95 17.98  -1.298
C 16.47 15.64 18.73  1.435
C 15.02 15.50 19.15  0.246
O 14.33 16.57 19.78  0.208
C 13.05 16.22 20.34  -0.601
N 16.82 14.43 17.95  1.003
H 17.77 17.27 18.17  0.280
H 16.13 17.76 18.43  -0.018
H 16.46 16.80 16.93  0.222
H 17.09 15.67 19.71  -0.800
H 14.98 14.61 19.78  -0.373
H 14.52 15.33 18.17  -0.133
H 12.51 15.78 19.53  0.103
H 12.61 17.10 20.82  0.003
H 13.14 15.43 21.14  0.218
H 16.10 14.28 17.28  -0.293
H 16.94 13.62 18.53  -0.182
C 13.12 11.76 20.26  -1.374
C 14.66 11.52 20.31  1.426
C 15.12 10.40 21.24  -0.311
O 14.72 10.60 22.60  -0.321
C 14.78 9.51 23.55  -0.720
N 15.17 11.39 18.95  -0.309
H 12.71 11.48 21.21  0.488
H 12.65 11.06 19.58  0.209
H 12.75 12.79 20.08  -0.035
H 15.14 12.49 20.75  -0.679
H 16.18 10.45 21.01  -0.128
H 14.82 9.40 20.82  0.365
H 15.66 8.93 23.35  0.322
H 13.90 8.86 23.39  0.303
H 14.82 10.00 24.55  0.137
H 14.81 10.48 18.55  0.326
H 16.15 11.19 19.07  -0.011
C 17.18 19.77 20.78  -0.628
C 16.29 19.87 21.99  0.030
C 14.77 20.02 21.58  -0.133
O 14.09 20.15 22.77  -0.322
C 12.74 20.38 22.58  -0.691
N 16.44 18.69 22.84  -0.513
H 18.16 19.48 21.21  0.249
H 17.21 20.74 20.21  0.413
H 16.71 19.04 20.09  -0.284
H 16.63 20.71 22.57  0.537
H 14.47 19.12 20.98  -0.145
H 14.61 20.90 20.98  0.515
H 12.18 19.67 21.91  0.171
H 12.61 21.35 22.14  0.342
H 12.19 20.30 23.53  0.268
H 16.02 17.95 22.22  0.003
H 15.88 18.64 23.68  0.325
C 15.06 14.75 10.05  -1.429
C 15.11 15.41 11.41  0.696
C 13.77 15.35 12.20  -0.827
O 13.85 15.89 13.48  0.141
C 13.49 17.26 13.59  -0.896
N 16.05 14.77 12.34  -0.351
H 14.44 15.24 9.34  0.444
H 14.87 13.70 10.13  0.044
H 16.05 14.91 9.60  0.402
H 15.28 16.51 11.32  0.341
H 13.62 14.24 12.32  -0.218
H 12.90 15.78 11.70  0.559
H 13.95 17.67 14.48  0.220
H 12.37 17.37 13.64  0.212
H 13.75 17.86 12.68  0.358
H 17.06 15.01 12.16  0.174
H 15.90 15.25 13.24  0.057
O 15.70 14.92 22.34  -0.474
H 15.79 14.38 23.13  0.249
H 15.04 15.59 22.40  0.222
O 15.35 12.81 24.33  -0.720
H 15.10 12.06 23.75  0.420
H 16.06 12.43 24.88  0.277
O 14.64 12.71 16.50  -0.414
H 14.85 12.30 17.37  0.242
H 14.34 12.13 15.80  0.203
O 18.75 12.36 16.97  -0.668
H 18.44 13.24 17.16  0.207
H 19.12 12.37 16.13  0.388
O 12.84 14.59 15.94  0.404
H 13.02 14.70 15.00  -0.052
H 13.47 13.94 16.21  0.064
O 18.22 12.00 19.79  -0.347
H 18.85 11.95 19.05  0.180
H 18.76 11.76 20.58  0.197

## Properties
DFT total energy = -3348.36253 Eh
total charge = 0
LUMO level = 0.68 eV
relative energy (zero: lowest compared OMol25 entry of this formula, charge and spin) = 79.02 kcal/mol


Density functional theory data (ωB97M-V with the def2-TZVPD basis set) for one molecule with the formula C3H7ClO3 in a non-equilibrium geometry.

Each line ends with the natural charge from an NBO analysis.
Geometry (Å):
C 0.31 1.41 -1.41  -0.254
O 0.50 0.54 -0.38  -0.524
C -0.61 -0.11 0.07  0.849
O -1.55 -0.26 -0.85  -0.687
Cl -1.25 1.07 1.43  -0.237
O -0.35 -1.35 0.68  -0.528
C 0.82 -1.29 1.45  -0.276
H 1.24 1.97 -1.63  0.199
H -0.40 2.14 -1.24  0.183
H -0.09 0.82 -2.28  0.183
H -2.00 -1.06 -0.72  0.504
H 1.74 -1.59 0.83  0.180
H 0.78 -2.07 2.22  0.197
H 0.85 -0.22 1.83  0.212

## Properties
DFT total energy = -804.37988 Eh
total charge = 0
SMILES string = COC(O)(Cl)OC
LUMO level = 0.75 eV
relative energy (zero: lowest compared OMol25 entry of this formula, charge and spin) = 10.38 kcal/mol


- Among the records above, which one has the highest total charge?
  C21H22BrN3S2Sn


- Which value of total charge does entry 1 give?
  +2